# 1
Formula: C46H48N9O3PRuS4Se
Source: the Open Molecules 2025 dataset
Level of theory: ωB97M-V with the def2-TZVPD basis set

```
113
Properties=species:S:1:pos:R:3:mulliken_charge:R:1
Ru 0.342 0.208 -0.407 1.4625
S -8.115 -0.824 -0.250 -0.0003
N -7.322 0.588 0.020 -0.7816
C -6.038 0.348 -0.184 1.0120
C -4.960 1.291 -0.064 0.9435
C -5.206 2.614 0.276 -0.8196
C -4.155 3.496 0.400 -1.3393
C -2.863 2.984 0.209 0.2602
N -2.575 1.742 -0.095 0.7167
C -3.604 0.860 -0.286 -1.6315
C -3.319 -0.464 -0.689 -0.8436
N -2.021 -0.869 -0.977 0.9592
C -1.859 -2.096 -1.443 -0.2565
C -2.853 -3.058 -1.601 -1.6527
C -4.145 -2.695 -1.273 -0.7497
C -4.399 -1.409 -0.838 0.3228
C -5.756 -1.000 -0.558 0.9954
N -6.828 -1.767 -0.631 -0.7812
H -6.233 2.919 0.432 0.4586
H -4.300 4.537 0.652 0.5041
H -2.022 3.654 0.334 -0.0362
H -0.859 -2.362 -1.752 0.3798
H -2.601 -4.039 -1.973 0.5173
H -4.975 -3.383 -1.362 0.4887
C 1.023 -0.298 4.518 -1.7589
C 1.250 -0.111 3.018 1.0809
C 2.466 0.793 2.815 -1.3889
P -0.204 0.501 1.989 1.4267
C -1.667 0.145 3.100 0.8090
C -2.921 0.988 2.890 -1.6177
C -2.033 -1.339 3.063 -1.8146
C -0.043 2.301 2.020 -0.6489
C -0.290 3.049 3.169 -0.3949
C -0.213 4.432 3.185 0.6178
C -0.476 5.223 4.436 -1.7283
C 0.108 5.064 1.983 -1.1077
C 0.363 4.346 0.836 -0.0443
C 0.306 2.940 0.825 -1.0003
N 0.516 2.215 -0.348 2.2082
C 1.113 2.910 -1.449 -1.3803
C 2.427 3.419 -1.372 1.7496
C 3.249 3.440 -0.109 -1.3036
C 3.012 3.945 -2.519 -1.2061
C 2.335 4.024 -3.728 0.7376
C 2.991 4.580 -4.963 -1.6278
C 1.023 3.579 -3.757 -0.8427
C 0.391 3.039 -2.641 0.7746
C -1.068 2.696 -2.762 -1.6519
H 1.944 -0.683 4.960 0.4893
H 0.232 -1.006 4.756 0.3731
H 0.802 0.652 5.009 0.2533
H 1.488 -1.090 2.589 0.3473
H 2.321 1.751 3.318 0.2461
H 2.667 0.983 1.761 -0.0513
H 3.350 0.313 3.239 0.6115
H -1.282 0.378 4.094 0.8082
H -3.509 0.623 2.052 0.1640
H -2.705 2.042 2.722 0.1490
H -3.536 0.907 3.790 0.6625
H -2.385 -1.622 2.068 0.2566
H -2.841 -1.537 3.769 0.4758
H -1.201 -1.988 3.340 0.4007
H -0.570 2.537 4.083 0.1202
H -0.885 4.589 5.222 0.4085
H -1.185 6.030 4.248 0.3742
H 0.442 5.677 4.816 0.3177
H 0.148 6.147 1.946 0.3695
H 0.574 4.871 -0.086 0.4782
H 3.109 2.545 0.494 -0.0118
H 2.989 4.289 0.522 0.2959
H 4.306 3.519 -0.360 0.5214
H 4.033 4.307 -2.459 0.4149
H 3.953 5.033 -4.727 0.3931
H 2.363 5.339 -5.431 0.3556
H 3.160 3.796 -5.704 0.2998
H 0.452 3.658 -4.676 0.4035
H -1.286 2.349 -3.769 0.5357
H -1.671 3.588 -2.571 0.3738
H -1.393 1.939 -2.051 -0.2848
Se 2.645 0.281 -0.936 -0.4589
S -0.017 -0.480 -3.588 -0.0788
C 1.465 -0.621 -4.288 0.2843
N 2.437 0.305 -4.252 -0.0325
C 3.782 -0.156 -4.544 -0.6664
C 3.615 -1.290 -5.551 -0.5677
S 2.018 -2.056 -5.129 -0.0901
H 2.302 1.059 -3.585 -0.2297
H 4.267 -0.513 -3.628 0.2403
H 4.374 0.662 -4.953 0.4408
H 4.401 -2.035 -5.455 0.3848
H 3.582 -0.928 -6.578 0.3604
O 1.001 -9.934 3.091 -0.6809
S 1.305 -8.536 3.308 1.1805
O 0.187 -7.717 3.730 -0.6651
O 2.558 -8.270 3.995 -0.6857
C 1.712 -7.900 1.648 0.0247
N 2.364 -8.709 0.809 -0.4969
C 2.731 -8.185 -0.349 -0.3533
C 2.471 -6.870 -0.704 -0.6294
C 1.776 -6.119 0.231 0.2791
N 1.398 -6.637 1.396 -0.2609
C 1.419 -4.687 0.033 0.9966
C 1.842 -3.935 -1.059 -1.4195
C 1.508 -2.600 -1.139 0.0350
N 0.767 -1.969 -0.214 1.1707
C 0.321 -2.709 0.808 0.0188
C 0.627 -4.042 0.979 -1.1007
H 3.262 -8.845 -1.029 0.4087
H 2.795 -6.477 -1.656 0.3512
H 2.439 -4.364 -1.851 0.3235
H 1.823 -2.013 -1.991 -0.2899
H -0.315 -2.203 1.511 -0.1695
H 0.259 -4.596 1.832 0.8090
```

## Properties
- Kohn-Sham gap (alpha / beta) (eV) = 4.025 / 5.308
- 2S+1 = 6
- charge = -1



# 2
Formula: C2H10N2S2
Source: the Open Molecules 2025 dataset
Level of theory: ωB97M-V with the def2-TZVPD basis set

```
16
Properties=species:S:1:pos:R:3:mulliken_charge:R:1
C -1.484 -1.459 -1.493 -0.6833
S -1.666 -0.529 0.131 -0.1158
S -0.591 -0.939 1.958 -0.1214
H -2.341 -1.506 -2.173 0.3193
H -0.771 -0.743 -1.907 0.2039
H -1.443 -2.491 -1.265 0.3146
H 0.322 -1.495 1.339 0.1113
N 1.597 1.908 -1.962 -0.7036
C 1.734 0.998 -0.807 0.1606
N 2.277 1.631 0.341 -0.6008
H 2.440 2.594 -1.899 0.2651
H 1.647 1.220 -2.765 0.2651
H 2.564 0.239 -1.124 0.2652
H 0.719 0.432 -0.564 -0.1386
H 2.697 1.122 1.158 0.2456
H 1.658 2.103 0.911 0.2128
```

## Properties
- SMILES = CSS.NCN
- Kohn-Sham gap (eV) = 7.959



# 3
Formula: C4H4O
Source: the Open Molecules 2025 dataset
Level of theory: ωB97M-V with the def2-TZVPD basis set

```
9
Properties=species:S:1:pos:R:3:mulliken_charge:R:1
C -1.299 0.321 0.054 -0.9462
C -0.228 -0.737 -0.065 0.1339
O -0.468 -1.918 -0.183 -0.4907
C 1.149 -0.237 -0.048 -0.2451
C 2.265 0.213 -0.001 0.2847
H -1.430 0.805 -0.921 0.2702
H -1.010 1.097 0.769 0.3276
H -2.239 -0.146 0.351 0.2881
H 3.260 0.602 0.045 0.3776
```

## Properties
- SMILES = C#CC(C)=O
- Kohn-Sham gap (eV) = 10.726



# 4
Formula: C3H9N4
Source: the Open Molecules 2025 dataset
Level of theory: ωB97M-V with the def2-TZVPD basis set

```
16
Properties=species:S:1:pos:R:3:mulliken_charge:R:1
C 1.176 -0.006 0.087 0.6718
C 0.094 0.657 0.872 -0.5270
C -1.706 0.269 -0.655 -0.9270
N 0.928 -1.247 -0.278 -0.6317
N -1.032 -0.123 0.635 -0.1729
N 2.304 0.623 -0.229 -0.3403
N -0.375 -1.595 0.231 0.0188
H 0.231 0.771 2.017 0.2995
H -0.132 1.694 0.420 0.3656
H -2.752 -0.057 -0.722 0.2776
H -1.768 1.313 -0.638 0.3780
H -1.032 -0.046 -1.492 0.4334
H 2.357 1.585 -0.030 0.2143
H 2.988 0.226 -0.792 0.2395
H -1.001 -1.966 -0.521 0.3715
H -0.280 -2.099 1.096 0.3289
```

## Properties
- SMILES = CN1CC(N)=N[NH2+]1
- Kohn-Sham gap (eV) = 11.283
- charge = +1



In eV, the electronic energy values for the records above are, in order, -188595.257; -26883.978; -6258.046; -9208.286.
In kcal per mole, the energy above the lowest of the compared OMol25 structures with the same formula, charge and spin values for the records above are, in order, 0.0; 67.1; 30.7; 76.9.